C39H81N9O18 | ωB97M-V with the def2-TZVPD basis set

Calculated values
Spin multiplicity: 1
E_tot in eV: -92017.755
Highest occupied orbital energy in eV: -8.97
HOMO-LUMO gap in eV: 9.11
SMILES: C[C@H]1COC(=O)O1.C[C@H]1COC(=O)O1.C[C@H]1COC(=O)O1.CN(C)C=O.CN(C)C=O.CN(C)C=O.CN(C)C=O.CN(C)C=O.CN(C)C=O.CN(C)C=O.CN(C)C=O.CN(C)C=O
Molar mass in g/mol: 964.1

```
147
Properties=species:S:1:pos:R:3:forces:R:3:lowdin_charge:R:1
C -35.139 -40.392 30.957 -1.4 -0.2 -0.9 -0.01
C -33.726 -40.905 30.900 -1.1 1.6 0.2 -0.28
C -32.668 -39.955 30.282 -0.6 -1.9 -1.8 -0.09
O -31.647 -40.011 31.189 2.2 0.4 1.2 0.06
C -32.008 -40.672 32.288 3.2 1.7 2.5 -0.55
O -31.223 -40.833 33.217 -2.5 -0.5 -1.6 0.12
O -33.296 -40.869 32.234 -0.7 -1.5 2.2 0.06
H -35.653 -40.479 30.000 0.2 -0.3 -0.3 0.09
H -35.332 -39.350 31.216 0.8 0.1 0.3 0.08
H -35.731 -41.003 31.639 0.1 -0.1 0.1 0.09
H -33.731 -41.959 30.625 0.3 0.1 -0.7 0.16
H -32.996 -38.930 30.107 -0.1 -0.3 -0.1 0.11
H -32.175 -40.464 29.454 -0.8 0.7 -1.0 0.14
C -40.387 -36.479 34.582 1.6 -0.5 -1.2 0.01
C -40.342 -36.902 33.126 -3.0 -1.6 0.1 -0.36
C -41.362 -36.210 32.177 -0.5 0.0 1.2 -0.07
O -40.628 -36.018 31.004 0.1 1.1 -1.4 0.09
C -39.351 -36.302 31.181 0.7 -2.6 -0.1 -0.54
O -38.530 -36.480 30.319 -0.4 1.2 0.6 0.13
O -39.174 -36.729 32.464 3.6 2.0 -1.2 0.08
H -39.483 -36.892 35.031 0.0 -0.3 0.2 0.07
H -41.228 -36.963 35.077 -0.1 0.8 0.2 0.09
H -40.173 -35.410 34.599 -0.9 0.3 0.5 0.09
H -40.432 -37.982 33.012 -0.9 -0.3 0.7 0.13
H -41.668 -35.265 32.628 0.0 0.3 -0.3 0.13
H -42.252 -36.761 31.874 0.1 -0.2 0.5 0.14
C -33.683 -39.601 36.674 2.0 1.1 -0.4 -0.01
C -34.546 -38.527 36.025 2.7 -2.4 2.2 -0.27
C -35.377 -39.118 34.943 -0.4 0.5 0.3 -0.12
O -36.467 -38.285 35.193 -4.1 2.0 0.4 0.01
C -36.535 -37.771 36.521 -1.8 1.4 -1.2 -0.52
O -37.448 -37.110 37.003 1.5 -1.7 -1.6 0.10
O -35.408 -38.014 37.100 0.8 -0.8 -0.6 0.12
H -32.865 -39.802 35.982 -0.1 -0.5 -0.4 0.08
H -34.129 -40.555 36.954 -0.4 0.5 -0.1 0.07
H -33.076 -39.204 37.488 -0.4 0.0 0.4 0.09
H -34.021 -37.647 35.655 0.3 -0.2 0.0 0.15
H -35.724 -40.151 34.932 0.3 -0.3 0.9 0.13
H -34.943 -38.997 33.951 0.0 0.7 0.0 0.12
C -33.796 -43.845 33.404 0.9 1.4 1.4 -0.04
N -34.581 -43.546 34.592 -2.4 0.4 1.8 -0.17
C -33.911 -43.061 35.826 1.8 -0.9 -1.2 -0.03
C -35.935 -43.791 34.697 1.8 0.2 -1.5 -0.35
O -36.638 -43.649 35.664 0.0 -0.1 0.7 0.00
H -33.119 -44.663 33.648 -0.4 -0.6 -0.7 0.10
H -33.127 -42.988 33.323 0.2 0.0 -0.2 0.06
H -34.367 -43.831 32.475 -0.2 -0.7 0.3 0.09
H -33.190 -42.293 35.546 -0.4 0.6 0.0 0.07
H -34.515 -42.810 36.699 -0.4 0.0 -0.7 0.09
H -33.208 -43.840 36.123 -0.1 -0.4 0.4 0.09
H -36.302 -44.070 33.697 -0.4 -0.3 0.0 0.13
C -27.046 -41.881 35.289 -1.2 -0.1 0.4 -0.06
N -28.084 -41.604 36.269 -2.5 1.4 0.5 -0.19
C -27.719 -41.906 37.634 0.2 -0.8 1.3 -0.09
C -29.378 -41.058 35.975 0.2 -1.8 2.4 -0.24
O -30.303 -41.020 36.830 2.4 0.3 -2.2 -0.04
H -26.307 -41.081 35.345 0.3 -0.3 -0.4 0.08
H -27.513 -42.002 34.311 0.3 0.4 -0.1 0.09
H -26.672 -42.861 35.584 0.6 0.1 -0.2 0.09
H -27.811 -42.952 37.925 -0.6 -0.5 -0.5 0.08
H -26.665 -41.797 37.893 0.3 0.8 -0.8 0.08
H -28.244 -41.403 38.447 -0.4 0.5 -0.7 0.08
H -29.509 -40.791 34.915 0.1 0.0 0.2 0.10
C -39.120 -31.574 38.678 -0.5 -1.1 0.2 -0.04
N -38.347 -32.819 38.842 -3.0 0.0 -0.6 -0.17
C -38.779 -33.936 38.009 -0.6 0.0 -1.5 -0.04
C -37.178 -32.774 39.407 2.4 0.4 0.5 -0.39
O -36.342 -33.645 39.337 0.7 -1.0 0.2 0.01
H -38.821 -30.880 39.463 0.0 0.2 -0.4 0.09
H -40.186 -31.776 38.780 0.0 -0.2 0.5 0.08
H -39.074 -31.201 37.655 0.7 0.3 0.0 0.09
H -38.292 -34.909 37.949 1.2 0.7 0.7 0.07
H -39.800 -34.302 38.122 -0.4 0.8 0.7 0.09
H -38.763 -33.498 37.011 0.0 -0.4 -0.5 0.09
H -36.909 -31.828 39.901 -0.4 0.2 0.1 0.14
C -32.970 -33.322 38.141 1.1 0.9 0.6 -0.01
N -31.985 -34.373 37.720 -0.1 1.1 1.4 -0.18
C -32.503 -35.204 36.733 -1.8 -0.9 -1.9 -0.11
C -30.781 -34.655 38.237 1.1 2.5 1.6 -0.32
O -30.152 -33.904 38.997 -0.8 -1.6 -0.9 -0.01
H -32.558 -32.637 38.882 0.7 -0.4 0.1 0.09
H -33.909 -33.618 38.610 0.1 -1.1 -0.2 0.07
H -33.257 -32.622 37.356 0.2 -0.5 -0.7 0.08
H -32.015 -36.038 36.229 1.0 -0.1 1.3 0.05
H -33.398 -35.618 37.198 -0.8 0.0 -1.1 0.10
H -32.587 -34.581 35.843 -1.4 0.1 -0.2 0.10
H -30.398 -35.609 37.842 0.2 0.0 0.1 0.13
C -35.691 -35.939 32.117 -2.3 -1.1 0.2 -0.04
N -34.650 -36.199 31.165 0.6 0.0 2.4 -0.19
C -34.732 -35.601 29.858 0.5 -1.3 0.3 -0.02
C -33.586 -36.863 31.643 1.2 -0.8 1.7 -0.31
O -33.382 -37.317 32.812 -1.0 1.1 -2.6 -0.05
H -36.465 -36.637 31.798 -0.6 0.2 0.2 0.08
H -36.171 -34.961 32.119 0.6 0.3 -0.4 0.10
H -35.528 -36.232 33.154 0.9 0.1 -0.3 0.08
H -33.923 -36.146 29.371 0.4 1.1 -0.7 0.09
H -35.616 -35.931 29.311 -0.4 0.4 0.3 0.10
H -34.665 -34.525 30.017 0.2 0.0 -0.8 0.10
H -32.796 -37.014 30.892 -0.1 0.1 -0.1 0.13
C -37.705 -38.352 40.699 -0.8 0.3 0.5 -0.04
N -37.734 -37.535 41.914 0.7 -0.1 -0.7 -0.20
C -37.745 -38.204 43.149 0.0 -0.7 1.6 -0.07
C -37.701 -36.192 41.902 0.6 0.5 0.1 -0.33
O -37.679 -35.457 42.890 -0.3 -0.8 -1.3 0.00
H -37.831 -37.704 39.831 0.1 -0.1 -0.1 0.08
H -38.545 -39.043 40.764 -0.3 0.0 -0.2 0.07
H -36.842 -39.007 40.580 0.5 0.4 0.2 0.09
H -37.361 -37.603 43.974 0.0 0.4 -0.3 0.09
H -38.776 -38.441 43.412 0.0 -0.5 0.2 0.10
H -37.093 -39.077 43.128 -0.3 -0.3 -0.1 0.09
H -37.607 -35.917 40.839 -0.1 1.1 0.1 0.12
C -30.369 -37.070 34.705 1.2 -0.2 -0.9 -0.03
N -29.210 -37.960 34.272 -0.6 -0.2 -0.1 -0.14
C -27.985 -38.032 35.062 0.0 0.2 0.5 -0.06
C -29.400 -38.754 33.155 1.6 -0.9 -0.7 -0.32
O -28.711 -39.719 32.735 -1.2 2.8 1.6 -0.03
H -30.359 -36.092 34.225 0.2 0.0 -0.6 0.09
H -30.346 -36.738 35.743 0.4 -1.1 0.2 0.05
H -31.310 -37.547 34.431 0.1 -0.1 0.3 0.06
H -28.211 -38.085 36.127 -0.2 -0.3 0.1 0.08
H -27.334 -38.863 34.792 -0.5 -0.2 -0.2 0.07
H -27.348 -37.152 34.981 -0.2 0.4 -0.4 0.08
H -30.229 -38.348 32.555 -0.2 -0.4 0.1 0.12
C -40.539 -40.641 33.733 -1.0 0.5 -0.9 -0.06
N -40.051 -41.890 34.254 1.6 1.6 1.3 -0.16
C -38.728 -41.844 34.913 -0.4 0.1 -1.0 -0.05
C -40.584 -43.064 33.935 -0.8 -0.3 1.1 -0.38
O -41.585 -43.189 33.283 -1.0 -0.4 -1.1 0.02
H -40.013 -40.414 32.806 0.0 0.3 -0.1 0.09
H -40.547 -39.760 34.375 1.1 -0.4 0.7 0.07
H -41.608 -40.620 33.520 0.0 -1.0 -0.4 0.10
H -38.699 -42.504 35.781 0.1 0.4 -0.1 0.07
H -37.939 -42.122 34.215 -0.1 -0.5 -0.1 0.07
H -38.457 -40.802 35.081 -0.5 0.0 0.7 0.07
H -40.163 -43.909 34.501 0.5 -0.1 -0.3 0.14
C -38.523 -40.756 38.026 1.7 -0.7 1.2 -0.10
N -39.777 -40.167 37.841 -2.1 1.4 -1.1 -0.16
C -40.907 -40.671 38.667 0.8 0.7 0.5 -0.02
C -39.919 -38.979 37.133 -0.1 -1.8 -0.4 -0.32
O -40.985 -38.450 36.939 -1.0 0.6 0.4 0.01
H -38.429 -41.820 37.810 -0.6 -0.2 -0.1 0.08
H -38.278 -40.653 39.084 0.5 -0.1 0.2 0.07
H -37.710 -40.319 37.447 -0.3 0.5 -0.1 0.09
H -40.755 -40.324 39.689 0.3 0.0 0.3 0.08
H -41.882 -40.238 38.444 0.3 -0.2 -0.8 0.09
H -40.918 -41.759 38.733 0.0 0.1 -0.5 0.09
H -39.051 -38.584 36.581 0.4 -0.5 0.6 0.10
```
Positions in Å, forces in eV/Å.